(1)
Below is a structure of composition C15H22AuF5N6O in a non-equilibrium geometry, with properties calculated with ωB97M-V/def2-TZVPD.

```
50
Properties=species:S:1:pos:R:3:nbo_charge:R:1
Au 0.32802 -0.82132 -0.46601 1.28
F 0.20416 -1.49406 -3.56638 -0.32
C -0.49472 -2.40715 -2.85507 0.35
C -0.57024 -2.28343 -1.48018 -0.38
C -1.25712 -3.25278 -0.76597 0.36
F -1.36192 -3.14611 0.56943 -0.31
C -1.85062 -4.33805 -1.40716 0.27
F -2.50024 -5.26598 -0.71157 -0.26
C -1.75974 -4.44367 -2.79198 0.32
F -2.31717 -5.47527 -3.41553 -0.25
C -1.07652 -3.47714 -3.52707 0.27
F -0.97644 -3.59160 -4.84731 -0.26
C -3.51587 3.09716 -1.46228 -0.41
N -2.34356 2.25188 -1.66613 -0.29
C -1.50644 2.28522 -2.74420 -0.04
C -0.54997 1.34724 -2.52761 -0.08
N -0.79739 0.75771 -1.31144 -0.55
C -1.89195 1.32276 -0.82606 0.21
H -3.84314 3.46641 -2.43056 0.24
H -3.25988 3.93569 -0.81572 0.23
H -4.31194 2.50527 -1.01632 0.24
H -1.66842 2.95249 -3.56855 0.26
H 0.26210 1.05411 -3.15725 0.24
H -2.37465 1.06778 0.09680 0.23
N 3.12420 -0.23485 -1.90503 -0.62
N 2.65692 -1.31885 -1.24965 -0.57
H 3.00529 -0.25248 -2.91267 0.40
H 3.97688 0.19104 -1.55546 0.41
H 3.02164 -1.42990 -0.30611 0.43
H 2.56457 -2.18620 -1.77968 0.41
C -0.11117 0.31913 4.14484 -0.42
N 0.72982 -0.15761 3.05519 -0.40
C 0.83803 -1.60692 2.96530 -0.42
C 1.22094 0.63430 2.09196 0.81
O 1.56339 0.12594 0.96042 -0.84
N 1.39364 1.94623 2.26767 -0.40
C 1.72067 2.54920 3.55804 -0.42
C 1.62661 2.80343 1.11813 -0.41
H -0.88695 -0.42743 4.30853 0.23
H -0.58852 1.25536 3.86906 0.22
H 0.44502 0.44477 5.07239 0.22
H 1.09416 -2.00058 3.94889 0.24
H 1.62238 -1.88289 2.26717 0.22
H -0.11017 -2.04714 2.65041 0.21
H 2.09061 1.79504 4.24518 0.22
H 0.87113 3.06940 3.99954 0.22
H 2.51926 3.27038 3.38775 0.23
H 1.16118 2.38361 0.22810 0.21
H 2.69447 2.93133 0.93850 0.21
H 1.18964 3.77853 1.32561 0.22
```

Relative energy (zero: lowest compared OMol25 entry of this formula, charge and spin) ... 0.0 kJ/mol
Kohn-Sham gap (spin up / spin down) ... 5.8 / 5.8 eV
LUMO energy (spin up / spin down) ... -9.15 / -9.15 eV
Energy ... -1622.891000 a.u.
Net charge ... +2


(2)
Below is a structure of composition C15H22AuN2O2PS2, with properties calculated with ωB97M-V/def2-TZVPD.

```
45
Properties=species:S:1:pos:R:3:nbo_charge:R:1
Au -1.13280 0.59300 0.33570 0.65
N 1.90990 0.42070 0.15110 -0.78
C 2.30320 0.28690 1.44800 0.19
C 3.64690 0.29900 1.78250 -0.28
C 4.07420 0.15740 3.09860 -0.17
C 3.17540 -0.01170 4.11770 -0.23
C 1.79850 0.02140 3.84460 -0.10
C 0.83330 -0.08850 4.86890 -0.11
C -0.49280 0.02790 4.56130 -0.26
C -0.84910 0.22560 3.22620 0.07
N 0.02210 0.28930 2.24470 -0.53
C 1.34360 0.19700 2.50540 0.18
H 2.60500 0.28440 -0.56390 0.39
H 0.96700 0.13630 -0.08770 0.37
H 4.37570 0.41260 0.99280 0.21
H 5.13190 0.17120 3.30750 0.22
H 3.50380 -0.16400 5.13220 0.21
H 1.15900 -0.25000 5.88720 0.22
H -1.26350 -0.02840 5.31430 0.23
H -1.88610 0.33540 2.94250 0.22
C -3.70080 -1.36780 -3.72470 -0.64
C -4.56480 -0.33770 -3.01370 0.12
C -4.00810 1.06400 -3.19070 -0.64
O -4.73150 -0.67460 -1.63650 -0.86
P -3.65660 -0.49050 -0.46710 1.69
S -3.44100 1.44470 0.04660 -0.65
S -1.96450 -1.52180 -0.87800 -0.71
O -4.44200 -1.07890 0.77680 -0.86
C -5.13860 -2.31330 0.98920 0.12
C -6.46450 -2.32070 0.24580 -0.63
C -4.29220 -3.53040 0.65010 -0.64
H -3.76420 -1.20940 -4.79710 0.21
H -4.03830 -2.37360 -3.48360 0.21
H -2.66800 -1.26080 -3.40930 0.23
H -5.58940 -0.38590 -3.40980 0.18
H -2.99680 1.10600 -2.78910 0.22
H -4.61780 1.79880 -2.66710 0.23
H -3.97570 1.30060 -4.24960 0.21
H -5.31920 -2.29260 2.07190 0.18
H -6.28730 -2.28790 -0.82540 0.22
H -7.05590 -1.45240 0.52540 0.22
H -7.01390 -3.22580 0.49180 0.21
H -4.11690 -3.59150 -0.42170 0.22
H -4.81680 -4.42740 0.97440 0.21
H -3.33070 -3.47880 1.15930 0.23
```

Relative energy (zero: lowest compared OMol25 entry of this formula, charge and spin) ... 70.9 kJ/mol
Kohn-Sham gap ... 7.2 eV
LUMO energy ... -0.14 eV
Energy ... -2118.303170 a.u.
Net charge ... 0